Record 1
{"formula": "C4H8Cl2PS", "method": "ωB97M-V/def2-TZVPD", "elements": ["C", "C", "C", "C", "P", "S", "Cl", "Cl", "H", "H", "H", "H", "H", "H", "H", "H"], "coordinates": [[1.78, -1.76, 0.46], [1.35, -1.79, -0.94], [1.22, -0.50, -0.18], [-2.37, 2.26, -0.14], [-0.33, 0.29, 0.31], [-0.74, 1.82, -0.93], [-1.63, -1.18, 0.59], [-0.08, 1.25, 2.69], [0.98, -2.15, 1.12], [2.77, -1.58, 0.74], [2.22, -1.67, -1.74], [0.48, -2.20, -1.36], [2.09, 0.17, -0.45], [-2.49, 1.80, 0.81], [-3.09, 1.91, -0.97], [-2.15, 3.35, -0.02]], "nbo_charge": [-0.35, -0.36, -0.67, -0.69, 1.20, 0.15, -0.09, -0.26, 0.24, 0.26, 0.25, 0.24, 0.30, 0.25, 0.27, 0.27], "largest_force_ha_per_bohr": 0.089, "e_above_lowest_ev": 0.849, "e_lumo_ha": -0.237, "energy_ev": -49438.1813, "homo_energy_ha": -0.5427, "total_charge": 1}

Record 2
{"formula": "C14H21F5IOP2SSc", "method": "ωB97M-V/def2-TZVPD", "elements": ["C", "I", "H", "H", "H", "Sc", "P", "C", "C", "H", "H", "H", "H", "H", "H", "C", "H", "H", "H", "P", "C", "C", "H", "H", "H", "C", "H", "H", "H", "H", "H", "H", "C", "O", "F", "C", "C", "F", "C", "F", "C", "S", "C", "F", "C", "F"], "coordinates": [[-0.20, -0.02, -5.92], [-0.73, 0.11, -3.83], [0.88, 0.08, -6.00], [-0.71, 0.79, -6.45], [-0.54, -1.00, -6.29], [0.17, 0.01, 0.02], [0.12, 2.42, -0.16], [-1.42, 3.23, -0.47], [0.79, 3.12, 1.36], [0.91, 4.19, 1.21], [1.35, 4.00, -1.43], [1.76, 2.65, 1.60], [2.24, 2.44, -1.31], [-2.14, 3.02, 0.34], [0.11, 2.92, 2.20], [1.25, 2.91, -1.46], [-1.23, 4.31, -0.51], [0.87, 2.59, -2.44], [-1.86, 2.89, -1.42], [0.15, -2.41, 0.20], [-1.37, -3.29, 0.01], [1.29, -3.07, -1.02], [1.79, -2.36, 1.97], [0.96, -3.95, 1.82], [0.15, -2.57, 2.61], [0.83, -2.87, 1.80], [2.27, -2.57, -0.93], [1.41, -4.15, -0.83], [-1.17, -4.36, 0.13], [-1.82, -3.09, -0.98], [0.91, -2.91, -2.03], [-2.10, -2.97, 0.78], [-1.86, -0.04, -0.30], [-3.06, -0.06, -0.49], [-2.61, -0.82, 6.71], [-1.78, -0.59, 5.69], [-2.21, 0.15, 4.58], [-3.47, 0.64, 4.55], [-1.33, 0.37, 3.55], [-1.77, 1.14, 2.44], [0.01, -0.10, 3.52], [1.14, 0.20, 2.28], [0.38, -0.85, 4.68], [1.66, -1.33, 4.72], [-0.47, -1.10, 5.73], [-0.06, -1.81, 6.79]], "nbo_charge": [-0.66, 0.07, 0.24, 0.25, 0.25, 1.54, 0.73, -0.96, -0.93, 0.26, 0.28, 0.27, 0.26, 0.27, 0.27, -0.95, 0.27, 0.27, 0.27, 0.73, -0.96, -0.94, 0.28, 0.26, 0.26, -0.93, 0.26, 0.28, 0.27, 0.27, 0.27, 0.27, 0.34, -0.30, -0.25, 0.32, 0.28, -0.26, 0.31, -0.34, -0.33, -0.25, 0.33, -0.29, 0.33, -0.26], "largest_force_ha_per_bohr": 0.244, "e_above_lowest_ev": 0.000, "e_lumo_ha": -0.327, "energy_ev": -88690.3730, "homo_energy_ha": -0.5310, "total_charge": 2}

Record 3
{"formula": "C46H79F3N3O4P2SSi", "method": "ωB97M-V/def2-TZVPD", "elements": ["C", "C", "C", "C", "C", "C", "C", "C", "C", "C", "O", "O", "C", "C", "S", "C", "C", "C", "C", "C", "F", "C", "F", "F", "C", "C", "C", "O", "C", "N", "C", "C", "P", "N", "C", "N", "C", "C", "O", "Si", "C", "C", "C", "H", "H", "H", "H", "H", "H", "H", "H", "H", "H", "H", "H", "H", "H", "H", "H", "H", "H", "H", "H", "H", "H", "H", "H", "H", "H", "H", "H", "H", "H", "H", "H", "H", "H", "H", "H", "H", "H", "H", "H", "H", "H", "H", "C", "C", "C", "C", "P", "C", "C", "C", "C", "C", "C", "C", "C", "C", "C", "C", "C", "H", "H", "H", "H", "H", "H", "H", "H", "H", "H", "H", "H", "H", "H", "H", "H", "H", "H", "H", "H", "H", "H", "H", "H", "H", "H", "H", "H", "H", "H", "H", "H", "H", "H", "H", "H"], "coordinates": [[3.76, 8.54, -0.69], [4.45, 7.19, -0.97], [4.27, 6.28, 0.24], [3.87, 6.62, -2.28], [4.12, 5.14, -2.46], [5.30, 4.74, -3.06], [5.56, 3.40, -3.27], [4.67, 2.39, -2.90], [5.14, 0.99, -3.28], [4.74, -0.19, -2.44], [4.08, -1.06, -2.90], [5.21, -0.27, -1.17], [3.48, 2.77, -2.27], [3.23, 4.13, -2.09], [1.66, 4.57, -1.36], [0.62, 3.33, -2.10], [-0.69, 3.62, -2.51], [-1.27, 5.01, -2.38], [-1.39, 5.53, -0.91], [-1.35, 7.03, -0.86], [-2.54, 7.67, -0.76], [-0.24, 7.80, -0.85], [0.66, 7.86, -1.80], [0.02, 8.65, 0.13], [-1.46, 2.59, -3.05], [-2.90, 2.76, -3.50], [-3.86, 2.92, -2.31], [-5.19, 3.13, -2.73], [-3.85, 1.68, -1.38], [-4.94, 0.74, -1.75], [-0.90, 1.32, -3.16], [0.40, 1.05, -2.76], [0.98, -0.66, -2.89], [1.42, -1.17, -1.46], [1.19, 2.06, -2.24], [2.54, 1.77, -1.82], [2.53, 1.60, -0.33], [3.76, 2.10, 0.40], [3.79, 1.38, 1.65], [5.23, 1.44, 2.49], [5.02, 0.47, 4.09], [6.70, 0.70, 1.59], [5.56, 3.24, 2.92], [4.15, 9.31, -1.36], [3.89, 8.86, 0.34], [2.70, 8.46, -0.91], [5.50, 7.44, -1.14], [3.21, 6.04, 0.34], [4.55, 6.83, 1.14], [4.85, 5.37, 0.14], [4.35, 7.14, -3.10], [2.80, 6.83, -2.38], [6.04, 5.46, -3.40], [6.49, 3.12, -3.75], [4.86, 0.76, -4.31], [6.22, 1.04, -3.25], [5.84, -1.00, -1.10], [-0.66, 5.71, -2.93], [-2.26, 5.04, -2.82], [-0.59, 5.15, -0.30], [-2.36, 5.27, -0.49], [-2.99, 3.63, -4.16], [-3.22, 1.86, -4.01], [-3.55, 3.77, -1.69], [-5.19, 3.90, -3.30], [-2.88, 1.18, -1.41], [-4.03, 2.00, -0.36], [-5.57, 0.66, -0.97], [-4.55, -0.17, -1.95], [-1.51, 0.51, -3.55], [1.97, -0.71, -3.88], [-0.11, -1.46, -3.31], [0.87, -1.96, -1.15], [2.36, 0.56, -0.07], [1.68, 2.15, 0.08], [4.70, 1.90, -0.12], [3.67, 3.15, 0.66], [5.97, 0.08, 4.42], [4.36, -0.39, 3.94], [4.59, 1.12, 4.85], [6.80, 1.02, 0.56], [6.68, -0.39, 1.60], [7.60, 1.00, 2.13], [5.76, 3.79, 2.00], [4.66, 3.64, 3.38], [6.40, 3.33, 3.62], [-0.73, -8.56, 2.00], [-1.89, -8.07, 2.87], [-3.20, -7.94, 2.10], [-3.30, -6.73, 1.16], [-3.70, -5.13, 1.88], [-5.14, -5.37, 2.94], [-6.38, -6.11, 2.42], [-7.30, -5.36, 1.45], [-7.71, -3.96, 1.90], [-4.22, -4.01, 0.58], [-3.28, -3.63, -0.58], [-2.20, -2.59, -0.29], [-2.65, -1.39, 0.53], [-2.51, -4.46, 3.05], [-1.11, -3.92, 2.69], [-0.20, -4.81, 1.83], [0.90, -5.50, 2.64], [-0.56, -7.91, 1.14], [0.19, -8.61, 2.58], [-0.94, -9.57, 1.62], [-1.62, -7.12, 3.33], [-2.03, -8.78, 3.68], [-4.03, -7.92, 2.81], [-3.35, -8.85, 1.50], [-4.13, -6.92, 0.46], [-2.42, -6.66, 0.52], [-5.42, -4.39, 3.35], [-4.77, -5.93, 3.81], [-6.98, -6.39, 3.29], [-6.08, -7.05, 1.95], [-8.21, -5.96, 1.33], [-6.86, -5.31, 0.45], [-8.25, -4.00, 2.85], [-8.36, -3.50, 1.17], [-6.85, -3.30, 2.03], [-4.66, -3.12, 1.04], [-5.06, -4.52, 0.11], [-3.92, -3.24, -1.38], [-2.82, -4.53, -0.99], [-1.81, -2.23, -1.25], [-1.35, -3.07, 0.19], [-3.41, -0.81, 0.01], [-1.80, -0.73, 0.72], [-3.05, -1.68, 1.50], [-2.41, -5.20, 3.85], [-3.04, -3.63, 3.52], [-0.61, -3.69, 3.63], [-1.23, -2.95, 2.21], [0.29, -4.20, 1.08], [-0.78, -5.56, 1.28], [1.59, -4.76, 3.05], [1.47, -6.18, 2.02], [0.49, -6.07, 3.48]], "lowdin_charge": [-0.07, -0.39, -0.07, -0.14, -0.23, -0.01, -0.03, -0.13, -0.03, -0.52, 0.08, 0.08, -0.18, -0.34, 1.11, -0.33, -0.15, -0.13, -0.11, -0.21, 0.06, -0.30, 0.13, 0.15, -0.17, -0.09, -0.38, -0.03, -0.20, 0.02, -0.07, -0.27, 0.78, -0.27, -0.24, -0.02, -0.13, -0.22, -0.21, 0.42, -0.16, -0.16, -0.15, 0.08, 0.08, 0.05, 0.13, 0.06, 0.08, 0.07, 0.12, 0.08, 0.12, 0.12, 0.14, 0.13, 0.13, 0.12, 0.10, 0.08, 0.12, 0.12, 0.12, 0.12, 0.10, 0.09, 0.11, 0.06, 0.05, 0.10, 0.00, 0.00, -0.06, 0.09, 0.11, 0.10, 0.11, 0.03, 0.03, 0.03, 0.02, 0.03, 0.04, 0.02, 0.04, 0.03, -0.10, -0.25, -0.22, -0.26, 1.02, -0.27, -0.22, -0.26, -0.10, -0.26, -0.21, -0.25, -0.09, -0.25, -0.21, -0.25, -0.10, 0.06, 0.08, 0.08, 0.08, 0.12, 0.10, 0.12, 0.11, 0.09, 0.10, 0.10, 0.12, 0.10, 0.11, 0.09, 0.09, 0.08, 0.05, 0.09, 0.08, 0.12, 0.11, 0.10, 0.07, 0.05, 0.09, 0.06, 0.10, 0.11, 0.12, 0.08, 0.10, 0.07, 0.08, 0.08, 0.07], "largest_force_ha_per_bohr": 0.041, "e_lumo_ha": -0.073, "energy_ev": -107080.6327, "homo_energy_ha": -0.3579, "total_charge": 1}

Record 4
{"formula": "C2H7N2O", "method": "ωB97M-V/def2-TZVPD", "elements": ["C", "C", "N", "N", "O", "H", "H", "H", "H", "H", "H", "H"], "coordinates": [[-0.18, 0.04, 0.24], [0.97, 1.61, -0.64], [-0.24, -1.03, -0.54], [-0.53, 0.06, 1.47], [-0.80, -2.25, 0.05], [1.99, 1.23, -0.59], [0.73, 1.73, -1.63], [0.58, 2.54, -0.26], [0.03, -1.09, -1.47], [-0.38, 0.72, 2.12], [-0.85, -0.84, 1.94], [-1.30, -2.72, -0.70]], "nbo_charge": [0.51, -0.44, -0.29, -0.74, -0.54, 0.24, 0.21, 0.24, 0.42, 0.43, 0.44, 0.51], "largest_force_ha_per_bohr": 0.108, "e_above_lowest_ev": 4.623, "e_lumo_ha": -0.156, "energy_ev": -7204.5216, "homo_energy_ha": -0.5592, "total_charge": 1}

Record 5
{"formula": "C18H56O10", "method": "ωB97M-V/def2-TZVPD", "elements": ["C", "C", "C", "O", "H", "H", "H", "H", "H", "H", "H", "H", "C", "C", "C", "O", "H", "H", "H", "H", "H", "H", "H", "H", "C", "C", "C", "O", "H", "H", "H", "H", "H", "H", "H", "H", "C", "C", "C", "O", "H", "H", "H", "H", "H", "H", "H", "H", "C", "C", "C", "O", "H", "H", "H", "H", "H", "H", "H", "H", "C", "C", "C", "O", "H", "H", "H", "H", "H", "H", "H", "H", "O", "H", "H", "O", "H", "H", "O", "H", "H", "O", "H", "H"], "coordinates": [[8.42, 6.52, -15.19], [7.23, 5.62, -15.54], [7.68, 4.20, -15.85], [6.20, 5.66, -14.49], [8.84, 6.22, -14.23], [8.05, 7.55, -15.07], [9.15, 6.55, -15.99], [6.76, 6.04, -16.45], [8.58, 4.22, -16.50], [6.90, 3.60, -16.29], [8.03, 3.72, -14.93], [6.58, 5.80, -13.61], [6.52, 10.00, -9.42], [5.65, 9.33, -8.37], [4.70, 8.36, -8.95], [6.49, 8.78, -7.31], [7.15, 10.76, -8.96], [5.81, 10.51, -10.07], [7.13, 9.24, -9.90], [5.01, 10.09, -7.88], [4.22, 7.76, -8.17], [5.11, 7.73, -9.75], [3.89, 8.94, -9.41], [5.94, 8.24, -6.72], [2.49, 10.12, -12.04], [3.84, 10.12, -12.76], [3.64, 9.75, -14.16], [4.38, 11.57, -12.67], [1.85, 10.87, -12.49], [2.64, 10.30, -10.99], [2.00, 9.15, -12.18], [4.56, 9.51, -12.19], [3.23, 8.74, -14.27], [4.56, 9.79, -14.77], [2.95, 10.48, -14.61], [4.81, 11.80, -13.51], [6.05, 14.39, -15.59], [5.99, 12.87, -15.69], [6.64, 12.34, -16.97], [6.59, 12.29, -14.52], [5.70, 14.70, -14.60], [5.41, 14.83, -16.35], [7.08, 14.72, -15.68], [4.95, 12.52, -15.65], [6.24, 12.82, -17.88], [6.45, 11.26, -17.09], [7.72, 12.52, -16.97], [7.54, 12.48, -14.47], [11.38, 6.12, -11.54], [11.37, 7.61, -11.51], [11.67, 8.17, -12.90], [10.01, 8.02, -11.08], [10.51, 5.76, -12.10], [11.31, 5.68, -10.53], [12.31, 5.72, -11.93], [12.09, 8.05, -10.81], [11.80, 9.26, -12.87], [10.81, 7.95, -13.54], [12.56, 7.72, -13.34], [9.92, 9.00, -11.20], [7.32, 13.28, -11.03], [6.09, 14.10, -10.57], [5.13, 13.29, -9.75], [6.49, 15.37, -9.83], [8.15, 13.83, -11.45], [6.91, 12.59, -11.80], [7.61, 12.59, -10.23], [5.60, 14.55, -11.45], [5.61, 12.94, -8.83], [4.74, 12.45, -10.33], [4.25, 13.89, -9.52], [7.08, 15.15, -9.09], [7.87, 6.45, -11.92], [8.02, 5.58, -11.53], [8.65, 7.02, -11.59], [9.87, 10.85, -10.41], [9.06, 11.06, -10.95], [9.61, 11.01, -9.49], [9.39, 12.41, -13.87], [9.30, 11.50, -13.51], [9.93, 12.89, -13.22], [8.07, 10.07, -12.64], [7.63, 9.20, -12.61], [7.33, 10.72, -12.77]], "lowdin_charge": [-0.07, -0.46, -0.07, -0.08, 0.05, 0.08, 0.08, 0.13, 0.08, 0.07, 0.08, 0.04, -0.05, -0.49, -0.07, -0.06, 0.07, 0.06, 0.08, 0.14, 0.09, 0.09, 0.08, 0.08, -0.06, -0.43, -0.08, -0.10, 0.08, 0.06, 0.09, 0.12, 0.09, 0.09, 0.10, 0.03, -0.05, -0.47, -0.05, -0.10, 0.08, 0.08, 0.09, 0.13, 0.08, 0.08, 0.08, 0.05, -0.07, -0.44, -0.04, -0.11, 0.07, 0.10, 0.09, 0.14, 0.08, 0.08, 0.08, 0.06, -0.05, -0.41, -0.07, -0.09, 0.07, 0.06, 0.05, 0.14, 0.08, 0.06, 0.08, 0.08, -0.10, 0.05, 0.02, -0.07, 0.01, 0.06, -0.06, 0.03, 0.06, -0.07, 0.07, 0.04], "largest_force_ha_per_bohr": 0.059, "e_above_lowest_ev": 0.592, "e_lumo_ha": 0.017, "smiles": "CC(C)O.CC(C)O.CC(C)O.CC(C)O.CC(C)O.CC(C)O.O.O.O.O", "energy_ev": -40049.4279, "homo_energy_ha": -0.3653}

Record 6
{"formula": "CH6N3S2", "method": "ωB97M-V/def2-TZVPD", "elements": ["N", "C", "N", "S", "N", "S", "H", "H", "H", "H", "H", "H"], "coordinates": [[-1.34, 0.61, -0.52], [-0.28, 0.01, -0.04], [0.96, 0.69, -0.01], [1.40, 2.30, -0.59], [-0.30, -1.20, 0.43], [0.93, -1.86, 1.50], [-1.39, 1.47, -0.96], [-2.17, 0.10, -0.69], [1.81, 0.33, 0.33], [1.21, 2.16, -1.91], [-1.13, -1.82, 0.39], [0.30, -2.79, 2.07]], "nbo_charge": [-0.73, 0.66, -0.74, 0.24, -0.68, 0.24, 0.43, 0.42, 0.43, 0.13, 0.45, 0.14], "largest_force_ha_per_bohr": 0.088, "e_above_lowest_ev": 0.661, "e_lumo_ha": -0.132, "smiles": "N/C(NS)=[NH+]/S", "energy_ev": -27267.3968, "homo_energy_ha": -0.5028, "total_charge": 1}

Calculated HOMO-LUMO gap, 0.306 0.204 0.284 0.403 0.382 0.370 hartree (same order as the records).